{
  "formula": "C48H64N3O",
  "method": "ωB97M-V with the def2-TZVPD basis set",
  "e_homo_ev": -8.034,
  "largest_force_ev_per_a": 1.96,
  "total_charge": 1,
  "species": ["C", "O", "C", "C", "C", "C", "C", "N", "C", "C", "C", "C", "H", "H", "H", "H", "H", "H", "H", "H", "H", "H", "H", "H", "H", "H", "C", "C", "C", "C", "C", "C", "C", "C", "C", "C", "C", "C", "C", "C", "N", "C", "C", "C", "C", "C", "C", "C", "C", "N", "C", "C", "C", "C", "C", "C", "C", "C", "C", "C", "C", "C", "C", "C", "C", "C", "H", "H", "H", "H", "H", "H", "H", "H", "H", "H", "H", "H", "H", "H", "H", "H", "H", "H", "H", "H", "H", "H", "H", "H", "H", "H", "H", "H", "H", "H", "H", "H", "H", "H", "H", "H", "H", "H", "H", "H", "H", "H", "H", "H", "H", "H", "H", "H", "H", "H"],
  "coordinates": [[-4.804802, 0.477567, 6.939984], [-3.636781, -0.356210, 7.124657], [-2.499084, -0.013640, 6.464046], [-1.339637, -0.777253, 6.749891], [-0.156539, -0.504209, 6.102066], [-0.062634, 0.577269, 5.189047], [1.212222, 0.862369, 4.578607], [1.771516, 2.056771, 4.549153], [3.166896, 2.194013, 4.114084], [1.101359, 3.262794, 5.039142], [-1.218428, 1.340371, 4.914890], [-2.422461, 1.055210, 5.534207], [-5.564673, -0.006046, 7.547351], [-4.635774, 1.506182, 7.300476], [-5.128848, 0.506140, 5.887573], [-1.419483, -1.575649, 7.486130], [0.732347, -1.096139, 6.305663], [1.868765, 0.011431, 4.370493], [3.445320, 3.242627, 4.217650], [3.830703, 1.573880, 4.739316], [3.267183, 1.870005, 3.068287], [1.873972, 4.021018, 5.184913], [0.384324, 3.640007, 4.297587], [0.585181, 3.098665, 5.993949], [-1.174878, 2.158409, 4.194478], [-3.304736, 1.660333, 5.320682], [-1.872876, 1.428364, -4.027239], [-2.340623, 2.410817, -2.967140], [-1.338533, 3.566398, -2.903544], [-3.686262, 2.969865, -3.450942], [-2.527427, 1.823878, -1.543740], [-2.922187, 2.755843, -0.572397], [-3.132954, 2.372004, 0.741280], [-3.084584, 1.022080, 1.087168], [-2.883529, 0.022948, 0.130946], [-3.394509, -1.419397, 0.485022], [-2.376108, -2.544192, 0.344074], [-4.643815, -1.700199, -0.359449], [-3.785654, -1.524141, 1.968614], [-2.361827, 0.482378, -1.143194], [-1.418752, -0.318880, -1.867299], [-0.048109, -0.057123, -1.868022], [0.529664, 1.095329, -1.389977], [1.909832, 1.450187, -1.647554], [2.502976, 1.206475, -2.910791], [3.881978, 1.318172, -3.063861], [4.677346, 1.762672, -1.998582], [4.072675, 2.144953, -0.799252], [2.693666, 2.048979, -0.631408], [0.569640, -1.251909, -2.172685], [1.959122, -1.574561, -2.016832], [2.598061, -1.483740, -0.743419], [1.930688, -1.514428, 0.693520], [2.898123, -0.896550, 1.711912], [1.625520, -2.985042, 1.020398], [0.632906, -0.758786, 0.901618], [4.001469, -1.565026, -0.752995], [4.678144, -2.181422, -1.800398], [3.977082, -2.511861, -2.943926], [2.666278, -2.061403, -3.142884], [2.231930, -2.169894, -4.638283], [3.342546, -1.570085, -5.522163], [0.971044, -1.435812, -5.066333], [2.105274, -3.654988, -4.989939], [-0.411205, -2.173298, -2.530499], [-1.614719, -1.585596, -2.393966], [-2.551453, 0.576208, -4.126946], [-1.849747, 1.958581, -4.989712], [-0.855109, 1.081683, -3.829877], [-1.689783, 4.370873, -2.250449], [-0.369802, 3.214231, -2.531886], [-1.195783, 3.984855, -3.908200], [-4.085138, 3.734430, -2.773354], [-3.548261, 3.424207, -4.440528], [-4.425189, 2.163814, -3.543461], [-3.056769, 3.798855, -0.855714], [-3.402357, 3.116647, 1.496591], [-3.271283, 0.766403, 2.127420], [-1.430834, -2.252795, 0.808418], [-2.731006, -3.431126, 0.889477], [-2.207937, -2.863565, -0.683429], [-5.433206, -0.975582, -0.114760], [-4.439664, -1.620459, -1.434043], [-5.025587, -2.709748, -0.150124], [-4.626724, -0.880909, 2.244241], [-4.082607, -2.555057, 2.200241], [-2.925946, -1.298444, 2.612905], [-0.098951, 1.741759, -0.785063], [1.846983, 0.951521, -3.751459], [4.338099, 1.070164, -4.027148], [5.756751, 1.841544, -2.130162], [4.687533, 2.527115, 0.016014], [2.191093, 2.404735, 0.274515], [3.247399, 0.083179, 1.356838], [2.395974, -0.717954, 2.668802], [3.760366, -1.539363, 1.916548], [0.916611, -3.393585, 0.285990], [2.533353, -3.599781, 0.993467], [1.171826, -3.078565, 2.017277], [-0.158327, -1.095164, 0.234044], [0.294065, -0.914430, 1.941346], [0.740997, 0.323109, 0.782451], [4.598096, -1.224835, 0.092700], [5.739281, -2.422887, -1.716888], [4.480678, -3.067552, -3.733456], [4.279411, -2.137536, -5.480097], [3.010290, -1.568660, -6.567433], [3.547112, -0.533365, -5.227595], [0.053031, -1.975907, -4.819576], [0.939116, -0.418468, -4.666736], [0.995181, -1.347598, -6.161504], [1.331632, -4.143210, -4.385942], [1.833056, -3.757803, -6.048251], [3.046635, -4.188551, -4.827466], [-0.155915, -3.182599, -2.826514], [-2.600517, -1.967339, -2.611670]],
  "forces_ev_per_angstrom": [[0.1, -0.1, 0.0], [0.7, 0.7, -0.7], [-0.2, 0.2, 0.1], [-0.5, 0.1, 0.0], [0.0, 0.2, -0.5], [-0.8, 0.1, -0.3], [0.8, 1.0, 1.4], [-0.8, -1.6, -0.1], [0.5, -0.2, -0.4], [-0.1, 0.6, -0.1], [0.2, -0.1, 0.2], [-0.2, -0.4, 0.4], [0.0, 0.1, -0.1], [0.1, -0.4, -0.1], [0.2, -0.1, 0.3], [0.1, 0.2, -0.2], [-0.2, 0.0, 0.0], [-0.1, 0.4, -0.2], [0.1, -0.3, -0.2], [-0.3, 0.3, -0.2], [0.0, 0.2, 0.3], [-0.2, -0.1, 0.0], [0.3, -0.1, 0.2], [0.1, -0.2, -0.3], [-0.1, -0.3, 0.2], [0.3, -0.2, 0.0], [0.3, 0.0, -0.4], [0.2, 0.0, 0.3], [0.3, 0.2, -0.1], [-0.3, 0.0, 0.1], [0.0, 0.0, 0.1], [-0.5, -0.1, 0.4], [0.3, 0.3, -0.2], [-0.5, 0.0, -0.3], [0.3, 0.2, 0.1], [0.5, 0.1, 0.3], [0.3, -0.6, -0.1], [-0.2, 0.1, -0.1], [-0.3, 0.2, 0.3], [0.0, 0.3, 0.5], [-0.5, -0.2, -0.4], [0.3, 1.0, 1.5], [-0.4, -0.1, -1.0], [0.2, 0.4, 0.2], [0.1, 0.1, 0.5], [-0.1, 0.2, 0.1], [-0.1, -0.2, -0.2], [-0.1, 0.3, 0.0], [0.0, -0.4, -0.6], [0.1, -0.2, -0.2], [0.2, -0.6, -0.1], [0.1, 0.2, 0.2], [0.2, 0.5, -0.5], [0.4, -0.1, 0.2], [0.3, -0.2, -0.2], [-0.5, 0.5, 0.2], [-0.1, -0.4, 0.1], [-0.2, 0.1, -0.2], [0.2, 0.1, 0.2], [0.1, 0.0, -0.1], [0.2, -0.1, 0.2], [0.3, 0.1, -0.1], [-0.5, 0.1, -0.3], [-0.2, -0.2, -0.1], [-0.7, -0.3, -0.2], [0.4, -0.8, -0.1], [0.1, 0.0, 0.0], [-0.1, -0.2, 0.2], [-0.2, 0.0, -0.1], [0.1, -0.1, -0.1], [-0.1, 0.1, -0.1], [0.0, -0.1, 0.2], [0.0, -0.2, -0.2], [-0.1, -0.1, 0.2], [0.1, 0.2, 0.0], [0.0, -0.3, 0.1], [0.2, -0.2, -0.2], [-0.2, -0.1, -0.3], [-0.2, -0.2, -0.2], [0.0, 0.2, -0.2], [0.1, 0.1, 0.3], [0.1, -0.2, -0.1], [0.0, 0.0, 0.2], [0.1, 0.2, 0.0], [0.1, 0.0, 0.0], [0.0, 0.2, -0.2], [-0.1, 0.0, 0.0], [0.1, 0.0, -0.2], [0.4, 0.0, 0.4], [-0.1, 0.2, 0.4], [-0.3, 0.0, 0.1], [-0.1, 0.0, -0.2], [0.3, -0.3, -0.1], [0.0, -0.2, 0.0], [-0.1, -0.3, -0.2], [-0.1, 0.2, 0.0], [0.1, 0.1, 0.2], [-0.1, 0.1, 0.0], [0.1, 0.1, -0.2], [0.2, 0.2, 0.2], [0.0, -0.2, -0.2], [0.1, -0.3, 0.0], [-0.3, -0.4, -0.1], [-0.3, 0.2, 0.0], [-0.1, 0.3, 0.2], [-0.2, 0.2, 0.0], [0.1, 0.0, 0.2], [0.0, -0.2, -0.1], [0.2, 0.3, 0.0], [-0.2, -0.2, -0.1], [-0.1, 0.0, 0.3], [0.1, 0.0, -0.1], [0.0, 0.0, 0.2], [-0.2, 0.0, 0.0], [0.0, 0.3, -0.1], [0.2, 0.0, 0.1]],
  "mulliken_charge": [-0.74, -0.44, 0.84, -0.78, -0.47, 0.35, -0.73, 0.19, -0.72, -0.89, -0.43, -0.42, 0.26, 0.33, 0.29, 0.47, 0.47, 0.71, 0.31, 0.32, 0.23, 0.35, 0.34, 0.38, 0.30, 0.38, -1.64, 2.36, -1.54, -1.86, 0.00, -0.57, -1.65, -0.13, -0.32, 2.40, -1.66, -1.77, -2.28, 0.37, 1.30, -0.27, -1.73, 0.57, 0.08, -0.64, -0.86, -0.51, -0.61, 1.93, -1.17, -0.23, 3.51, -1.33, -1.94, -0.64, 0.10, -1.49, -0.72, 0.77, 2.08, -1.76, -1.69, -1.73, -1.19, -1.46, 0.21, 0.60, 0.20, 0.36, 0.17, 0.46, 0.33, 0.48, 0.40, 0.46, 0.44, 0.55, 0.39, 0.64, 0.38, 0.37, 0.31, 0.42, 0.43, 0.44, 0.42, 0.84, 0.64, 0.34, 0.42, 0.35, 0.45, 0.26, -0.39, 0.45, 0.33, 0.40, 0.45, -1.74, 1.01, -0.13, 0.37, 0.42, 0.41, 0.34, 0.53, 0.30, 0.29, 0.23, 0.59, 0.29, 0.44, 0.33, 0.63, 0.70]
}